1.
One molecule with the formula C6H16N6S2. Source: the Open Molecules 2025 dataset; level of theory: ωB97M-V/def2-TZVPD.

CARTESIAN COORDINATES (ANGSTROEM)
N -2.13505 1.25496 0.35553
C -2.22578 -0.01295 -0.15521
N -3.05125 -0.87047 0.56282
N -1.58089 -0.30109 -1.21619
C -1.62110 -1.60866 -1.80290
C -0.73608 -2.60435 -1.05250
S 1.05561 -2.29411 -1.28164
S 1.48318 -0.74330 -0.06090
C 1.25997 0.70871 -1.16975
C 1.56711 2.01740 -0.45194
N 0.60211 2.33408 0.56957
C 0.78583 2.01911 1.78925
N -0.21515 2.33660 2.69454
N 1.89134 1.41320 2.34915
H -2.33911 1.32605 1.34100
H -1.28507 1.75611 0.10218
H -3.43060 -1.64547 0.04068
H -3.73282 -0.41922 1.15345
H -2.64067 -2.03142 -1.85365
H -1.25281 -1.50792 -2.82938
H -0.87555 -3.61413 -1.43729
H -0.93715 -2.58237 0.01825
H 0.21600 0.67499 -1.49115
H 1.93855 0.56893 -2.01060
H 2.59945 2.00500 -0.07313
H 1.49116 2.81802 -1.19655
H -0.83761 3.05078 2.34660
H 0.10491 2.50991 3.63579
H 1.73959 0.98118 3.24703
H 2.42735 0.83140 1.72331

Forces on atoms 1 to 2 (eV/Å):
N -0.34 0.16 0.29
C -0.08 -0.15 -0.32

Results
Kohn-Sham gap   8.90 eV
2S+1   1
Calculated total energy   -1363.1715 Ha
Energy relative to the best compared isomer or geometry (same formula, charge and spin)   1.0 kcal per mole
LUMO energy   0.72 eV
Charge   0
Molar mass   236.370 g/mol
Structure (SMILES)   NC(N)=NCCSSCCN=C(N)N


2.
One molecule with the formula C4H7N3O2S. Source: the Open Molecules 2025 dataset; level of theory: ωB97M-V/def2-TZVPD.

CARTESIAN COORDINATES (ANGSTROEM)
C 1.51037 0.19190 -0.46840
C 0.17784 0.86422 -0.40180
C -0.77264 -1.36471 -0.10747
C -2.22037 0.58333 -0.39956
N 2.38773 0.59327 0.53685
N 1.93427 1.04922 1.71906
N -0.91454 -0.02199 -0.39753
O 1.77143 -0.53124 -1.43247
O -0.09080 2.02829 -0.61282
S 0.68667 -2.23915 0.15072
H -1.57468 -1.91501 -0.38637
H -2.76008 0.00341 -1.07752
H -2.78571 0.62351 0.50191
H -1.95859 1.53937 -0.58351
H 3.24423 0.09455 0.39810
H 1.12874 1.56798 1.39419
H 0.23613 -3.06694 1.16662

Forces on atoms 1 to 2 (eV/Å):
C 0.95 0.55 -1.32
C -3.41 -1.17 -1.24

Results
Kohn-Sham gap (alpha / beta)   8.78 / 6.62 eV
2S+1   1
Calculated total energy   -869.3917 Ha
Energy relative to the best compared isomer or geometry (same formula, charge and spin)   99.0 kcal per mole
LUMO energy (alpha / beta)   -0.33 / -0.67 eV
Charge   0
Molar mass   161.186 g/mol


3.
A 2-piece molecular cluster, C6H18OSi2 overall. Source: the Open Molecules 2025 dataset; level of theory: ωB97M-V/def2-TZVPD.

CARTESIAN COORDINATES (ANGSTROEM)
C 2.68874 -0.92170 0.49952
C -1.39829 -0.52586 2.71026
C -1.73589 -0.17254 -2.43584
C 1.18863 -1.39190 0.76698
C -1.12941 0.38886 1.47980
C -1.25377 -1.16713 -1.34374
O 1.57494 3.17781 -0.55686
Si 0.80726 2.21992 -1.56985
Si -0.21655 -0.34138 -0.01669
H 3.07820 -0.34709 1.37993
H 3.32870 -1.79432 0.46225
H 2.71336 -0.42128 -0.51091
H -0.61220 -1.22985 2.82919
H -1.57437 0.09985 3.59530
H -2.46089 -0.95510 2.64668
H -2.57842 -0.59662 -2.97829
H -1.87456 0.88258 -2.00856
H -0.89122 0.07838 -3.04762
H 1.01822 -1.61595 1.90570
H 1.27288 -2.34287 0.29954
H -0.37394 1.06963 1.68027
H -2.03136 0.98157 1.35871
H -0.54882 -1.86310 -1.77280
H -2.09277 -1.65699 -0.91683
H 2.29427 3.10258 0.07171
H -0.34802 3.23475 -1.54809
H 1.15528 2.10777 -2.97975

Forces on atoms 1 to 2 (eV/Å):
C -0.92 0.61 0.52
C -2.53 1.12 -0.54

Results
Kohn-Sham gap   8.29 eV
2S+1   1
Calculated total energy   -893.5473 Ha
Energy relative to the best compared isomer or geometry (same formula, charge and spin)   99.8 kcal per mole
LUMO energy   0.61 eV
Charge   0
Molar mass   162.381 g/mol


4.
C5H7N as an isolated structure. Source: the Open Molecules 2025 dataset; level of theory: ωB97M-V/def2-TZVPD.

CARTESIAN COORDINATES (ANGSTROEM)
C 0.00218 -0.59383 1.62742
C 0.01467 0.69130 0.87924
C 0.91437 0.79213 -0.84923
C -0.19328 0.40374 -1.60965
C -0.76852 -0.88402 -1.50559
N -1.28676 -1.91244 -1.34518
H -0.86941 -1.27455 1.53464
H -0.05162 -0.03829 2.59613
H 0.92378 -1.18223 1.67253
H -1.01434 1.08786 0.98499
H 1.64588 0.06137 -0.53815
H 1.35960 1.74960 -1.14948
H -0.67656 1.09935 -2.29766

Forces on atoms 1 to 2 (eV/Å):
C 0.33 0.34 0.15
C 0.14 -0.03 -1.65

Results
Kohn-Sham gap (alpha / beta)   7.71 / 7.97 eV
2S+1   1
Calculated total energy   -249.2953 Ha
Energy relative to the best compared isomer or geometry (same formula, charge and spin)   111.7 kcal per mole
LUMO energy (alpha / beta)   -0.70 / -0.23 eV
Charge   0
Molar mass   81.118 g/mol


5.
One molecule with the formula C3H6N2O. Source: the Open Molecules 2025 dataset; level of theory: ωB97M-V/def2-TZVPD.

CARTESIAN COORDINATES (ANGSTROEM)
O 2.63400 -0.27871 -0.31379
C 1.42841 -0.16638 -0.20980
N 0.65060 0.95992 -0.58159
C -0.76687 0.82961 -0.10690
C -0.80455 -0.63292 0.30076
N 0.56379 -1.10460 0.31738
H 1.17202 1.82691 -0.44541
H -1.94692 0.79955 -0.49052
H -0.95391 1.64487 0.58164
H -1.38265 -0.60865 1.22707
H -1.38643 -1.19152 -0.43832
H 0.79252 -2.07807 0.15948

Forces on atoms 1 to 2 (eV/Å):
O -0.82 0.28 -0.11
C -0.35 0.21 -0.07

Results
Kohn-Sham gap   10.08 eV
2S+1   1
Calculated total energy   -302.6314 Ha
Energy relative to the best compared isomer or geometry (same formula, charge and spin)   38.7 kcal per mole
LUMO energy   0.80 eV
Charge   0
Molar mass   86.094 g/mol
Structure (SMILES)   O=C1NCCN1


6.
C18H18ClF6O6PSTl as an isolated structure. Source: the Open Molecules 2025 dataset; level of theory: ωB97M-V/def2-TZVPD.

CARTESIAN COORDINATES (ANGSTROEM)
Tl -0.15155 0.03614 0.08085
C 0.79823 0.29880 3.20719
O -0.40420 0.40129 2.42014
C -1.15355 1.58845 2.74255
C -2.42316 1.55796 1.93275
O -2.14272 1.47919 0.53786
C -2.30604 2.71949 -0.17771
H 0.52038 0.29142 4.26194
H 1.46353 1.12986 2.98209
H 1.27247 -0.64321 2.94552
H -0.55300 2.47087 2.52685
H -1.39980 1.55809 3.80710
H -3.01877 2.44651 2.14832
H -3.01019 0.67464 2.19536
H -3.37003 2.95844 -0.22036
H -1.91645 2.55462 -1.17774
H -1.74340 3.51767 0.30071
Cl 6.70427 -3.14889 -0.10510
C 5.24850 -2.21120 0.03950
C 5.33327 -0.84810 0.36665
C 4.20106 -0.08800 0.48696
C 2.91901 -0.64956 0.29195
O 1.90842 0.16069 0.44593
C 2.84603 -2.02428 -0.03754
C 1.61922 -2.72923 -0.24040
O 0.46781 -2.28551 -0.16128
C 4.03173 -2.78447 -0.16260
H 6.30720 -0.40108 0.51781
H 4.24738 0.96799 0.72132
H 1.72899 -3.79646 -0.48629
H 3.95923 -3.83467 -0.41949
O -0.02395 -1.31656 -3.36391
C -0.84703 -0.84236 -2.61873
O -0.72375 0.27807 -1.95028
C -2.19319 -1.53648 -2.50379
C -2.74450 -1.96626 -3.69675
C -3.98373 -2.59470 -3.74173
C -4.69439 -2.83773 -2.56705
C -4.15458 -2.45256 -1.36568
C -2.90227 -1.78845 -1.29793
S -2.37529 -1.44505 0.28508
H -2.17890 -1.79921 -4.60309
H -4.39152 -2.90085 -4.69625
H -5.65558 -3.33222 -2.59705
H -4.67397 -2.65125 -0.43729
F 0.41594 2.35368 0.28028
P 1.40577 3.73230 0.47230
F 0.27171 4.28546 1.50031
F 2.45796 3.07173 -0.52890
F 2.10318 2.96455 1.71670
F 0.60426 4.38570 -0.74700
F 2.29998 5.02471 0.68989

Forces on atoms 1 to 2 (eV/Å):
Tl 0.07 -0.01 -0.12
C -0.03 -0.03 -0.03

Results
Kohn-Sham gap (alpha / beta)   7.54 / 5.15 eV
2S+1   2
Calculated total energy   -3119.7084 Ha
LUMO energy (alpha / beta)   -1.04 / -3.43 eV
Charge   0
Molar mass   747.201 g/mol


7.
An isolated ion of composition C8H8N3O2 and charge +1. Source: the Open Molecules 2025 dataset; level of theory: ωB97M-V/def2-TZVPD.

CARTESIAN COORDINATES (ANGSTROEM)
C -1.23983 -1.17581 -1.26973
C -0.24475 -2.05476 -0.61936
C -1.54722 0.14492 -1.06227
C 0.05899 1.74426 -0.11078
C 0.85281 -1.62631 0.01169
C 1.16014 1.04037 -0.25319
C -1.33750 1.07991 0.07662
C -1.16061 0.41013 1.46813
N 2.91711 -2.09403 1.07640
N 1.94040 -1.90592 0.49483
N 2.54776 1.19032 -0.29512
O 2.87732 2.24750 0.22114
O 3.24340 0.29720 -0.70989
H -1.61407 -1.78200 -2.12512
H -0.40335 -3.21897 -0.76594
H -2.25908 0.48217 -1.79309
H 0.18663 2.77195 0.08512
H -2.21360 1.69918 0.19713
H -2.25411 0.08783 1.72315
H -0.82596 1.20530 2.10333
H -0.68448 -0.54324 1.54696

Forces on atoms 1 to 2 (eV/Å):
C 1.00 -0.41 0.01
C -0.55 -1.25 -0.26

Results
Kohn-Sham gap (alpha / beta)   6.91 / 7.92 eV
2S+1   1
Calculated total energy   -623.7237 Ha
Energy relative to the best compared isomer or geometry (same formula, charge and spin)   183.1 kcal per mole
LUMO energy (alpha / beta)   -7.02 / -6.28 eV
Charge   +1
Molar mass   178.171 g/mol


8.
A 2-piece molecular cluster, C4H9O2 overall. Source: the Open Molecules 2025 dataset; level of theory: ωB97M-V/def2-TZVPD.

CARTESIAN COORDINATES (ANGSTROEM)
C 0.32459 2.41274 1.33776
C -1.01619 1.86176 1.15561
H 0.74525 2.87106 0.44282
H 0.71883 3.13037 2.01293
H 0.94695 1.54100 1.57388
H -1.32954 1.47506 2.10880
H -1.04605 1.03633 0.38962
H -1.64208 2.60866 0.71110
C 1.48302 -0.77218 -0.38302
C 0.01822 -1.28557 -0.82543
O -0.32367 -2.28988 -0.18984
O -0.73436 -0.71105 -1.59222
H 1.29978 -0.53786 0.71102
H 1.78360 0.06917 -0.95694
H 2.12970 -1.48683 -0.44624

Forces on atoms 1 to 2 (eV/Å):
C 3.32 -1.01 -1.24
C -1.00 -0.54 -0.91

Results
Kohn-Sham gap   7.40 eV
2S+1   1
Calculated total energy   -308.2973 Ha
Energy relative to the best compared isomer or geometry (same formula, charge and spin)   29.9 kcal per mole
LUMO energy   3.88 eV
Charge   -1
Molar mass   89.114 g/mol